(1)
DFT (ωB97M-V/def2-TZVPD) results for a 4-piece molecular cluster, C35H68Br2F4NO5P3 overall at a distorted geometry.

```
118
Properties=species:S:1:pos:R:3:mulliken_charge:R:1
C 3.896 -0.340 0.784 -1.490
C 3.486 -1.610 0.016 0.744
P 2.530 -1.499 -1.583 0.215
C 2.480 0.311 -1.921 -0.272
C 3.831 0.748 -2.532 -1.324
C 0.670 -1.990 -1.187 1.362
P 0.285 -1.192 0.439 0.149
O -1.111 -1.047 0.918 -0.824
C 0.572 -3.581 -1.043 2.080
P 2.068 -4.607 -1.610 0.527
N 2.542 -4.624 -3.087 -0.882
C -0.187 -4.099 0.208 -0.731
Br -2.088 -4.100 0.072 -0.047
C 0.224 -4.621 1.371 0.519
C -0.680 -5.072 2.493 -1.498
Br 2.052 -4.886 1.806 -0.126
C -0.410 -3.958 -2.177 -1.168
O -0.585 -5.035 -2.616 -0.478
O -1.132 -2.876 -2.521 -0.401
C -0.420 -1.645 -2.314 1.327
C -1.518 -0.647 -1.905 -2.761
C -1.123 0.748 -1.394 0.458
C -2.073 1.266 -0.297 -0.956
C -3.009 2.349 -0.801 0.219
O -3.351 2.471 -1.935 -0.557
O -3.455 3.215 0.147 -0.506
C 0.075 -1.286 -3.774 0.066
F 0.046 0.066 -3.933 -0.316
F 1.345 -1.667 -4.022 -0.331
C -0.719 -1.837 -4.980 0.033
F -2.040 -1.612 -4.843 -0.255
F -0.523 -3.158 -5.112 -0.239
H 3.071 0.342 0.995 0.276
H 4.675 0.197 0.234 0.235
H 4.341 -0.639 1.741 0.413
H 4.404 -2.112 -0.321 -0.459
H 3.029 -2.317 0.700 0.263
H 2.250 0.914 -1.039 0.488
H 1.675 0.491 -2.636 0.373
H 3.668 1.474 -3.334 0.362
H 4.382 -0.097 -2.958 0.331
H 4.465 1.231 -1.782 0.339
H 0.968 0.023 0.371 -0.001
H 1.103 -1.930 1.292 0.101
H 1.632 -5.841 -1.103 0.149
H 3.078 -4.265 -0.713 -0.014
H 2.066 -4.036 -3.754 0.296
H -1.251 -5.957 2.187 0.349
H -1.392 -4.280 2.745 0.358
H -0.099 -5.325 3.378 0.419
H -2.098 -1.179 -1.144 0.664
H -2.168 -0.525 -2.775 0.824
H -0.095 0.785 -1.028 -0.757
H -1.168 1.442 -2.237 0.904
H -1.526 1.623 0.581 0.269
H -2.709 0.441 0.056 0.493
H -3.384 2.794 1.015 0.361
H -0.351 -1.321 -5.873 0.371
C -3.616 7.494 4.480 -1.199
C -3.041 6.265 5.178 -0.361
C -1.536 6.095 4.972 -0.745
C -1.105 5.915 3.515 -0.948
C -1.762 4.740 2.794 -0.104
C -1.449 3.387 3.427 -1.076
H -3.493 7.439 3.398 0.280
H -4.683 7.598 4.682 0.376
H -3.121 8.404 4.826 0.300
H -3.568 5.371 4.833 0.246
H -3.238 6.336 6.250 0.373
H -1.191 5.243 5.565 0.304
H -1.022 6.971 5.380 0.407
H -0.018 5.785 3.488 0.396
H -1.311 6.832 2.956 0.338
H -1.425 4.737 1.754 0.369
H -2.846 4.885 2.754 0.247
H -0.371 3.209 3.453 0.249
H -1.902 2.564 2.869 0.273
H -1.821 3.322 4.451 0.334
C 10.053 -1.205 1.059 -1.237
C 9.160 -0.702 -0.070 -0.630
C 7.733 -1.241 -0.004 -0.128
C 7.608 -2.762 -0.113 -0.609
C 8.194 -3.362 -1.390 -0.493
C 7.520 -2.855 -2.661 -1.059
H 10.167 -2.289 1.031 0.291
H 11.050 -0.769 0.996 0.386
H 9.634 -0.939 2.033 0.298
H 9.610 -0.958 -1.033 0.280
H 9.120 0.390 -0.037 0.382
H 7.137 -0.772 -0.793 0.076
H 7.280 -0.925 0.943 0.405
H 6.546 -3.028 -0.061 0.141
H 8.076 -3.231 0.756 0.395
H 8.093 -4.449 -1.340 0.384
H 9.268 -3.161 -1.437 0.262
H 6.448 -3.068 -2.647 0.185
H 7.939 -3.334 -3.547 0.407
H 7.646 -1.778 -2.783 0.260
C -9.529 1.648 0.970 -1.198
C -9.363 0.852 -0.320 -0.323
C -8.471 -0.379 -0.169 -0.823
C -7.032 -0.078 0.254 -0.828
C -6.280 0.874 -0.675 0.551
C -6.120 0.349 -2.097 -1.296
H -8.576 2.043 1.326 0.276
H -10.200 2.496 0.827 0.382
H -9.947 1.022 1.762 0.296
H -8.965 1.505 -1.102 0.227
H -10.346 0.527 -0.671 0.393
H -8.467 -0.933 -1.111 0.316
H -8.918 -1.051 0.572 0.396
H -6.483 -1.024 0.313 0.386
H -7.028 0.334 1.267 0.352
H -5.288 1.054 -0.252 -0.422
H -6.774 1.849 -0.698 0.268
H -5.598 -0.612 -2.100 0.242
H -5.541 1.046 -2.703 0.381
H -7.086 0.204 -2.583 0.422
```

Summary:
Structure (SMILES): CCP(CC)[C@]1([PH2]=O)[C@@]([PH2]=N)(/C(Br)=C(/C)Br)C(=O)O[C@]1(CCCC(=O)O)C(F)(F)C(F)F.CCCCCC.CCCCCC.CCCCCC
Charge: 0
HOMO energy in eV: -8.5

=====

(2)
DFT (ωB97M-V/def2-TZVPD) results for a 5-piece molecular cluster, C35H69F8N5O13 overall at a distorted geometry.

```
130
Properties=species:S:1:pos:R:3:mulliken_charge:R:1
N -1.134 0.473 0.716 -0.550
C -1.428 0.154 -0.346 0.781
O -1.752 -0.207 -1.545 -0.498
C -2.213 -1.597 -1.697 1.126
C -1.091 -2.548 -2.089 -0.809
C 0.269 -1.858 -2.105 -0.636
O 1.227 -2.839 -2.485 -0.460
C 2.520 -2.621 -1.989 -1.063
C 3.142 -1.309 -2.471 1.146
F 2.782 -1.078 -3.758 -0.338
F 2.714 -0.261 -1.724 -0.314
C 4.692 -1.317 -2.410 0.499
F 5.048 -1.240 -1.108 -0.315
F 5.160 -2.486 -2.888 -0.311
C 5.378 -0.167 -3.209 0.778
F 5.533 -0.579 -4.486 -0.289
F 4.612 0.938 -3.211 -0.276
C 6.772 0.249 -2.704 0.035
F 6.683 0.797 -1.473 -0.224
F 7.582 -0.823 -2.650 -0.280
C -3.127 -1.992 -0.549 -0.642
O -4.287 -1.198 -0.805 -0.347
C -4.212 -0.772 -2.096 0.664
O -4.865 0.075 -2.580 -0.515
O -3.195 -1.480 -2.719 -0.470
H -1.316 -2.984 -3.061 -0.062
H -1.062 -3.352 -1.349 0.354
H 0.273 -1.041 -2.831 0.363
H 0.514 -1.458 -1.115 0.521
H 2.543 -2.643 -0.892 0.361
H 3.133 -3.444 -2.353 0.530
H 7.173 1.001 -3.390 0.340
H -2.742 -1.854 0.460 0.427
H -3.371 -3.049 -0.697 0.468
C -6.391 1.560 -0.151 -0.688
O -6.513 2.402 0.982 -0.421
C -5.290 2.983 1.415 -0.461
C -5.263 4.474 1.158 -0.270
N -5.190 4.762 -0.266 -0.292
C -5.360 6.167 -0.619 -0.712
C -6.690 6.837 -0.291 -0.480
O -7.787 6.355 -1.043 -0.423
C -8.420 5.198 -0.531 -0.500
H -7.339 1.035 -0.269 0.320
H -6.189 2.122 -1.068 0.309
H -5.598 0.825 -0.008 0.285
H -4.438 2.496 0.927 0.247
H -5.208 2.810 2.492 0.266
H -4.380 4.899 1.648 0.443
H -6.151 4.907 1.640 0.143
H -5.887 4.213 -0.751 0.059
H -5.205 6.255 -1.697 0.378
H -4.561 6.740 -0.137 0.387
H -6.594 7.894 -0.550 0.352
H -6.921 6.793 0.781 0.343
H -8.387 5.173 0.562 0.269
H -7.976 4.277 -0.918 0.152
H -9.462 5.229 -0.849 0.286
C -2.032 2.707 8.687 -0.706
O -2.858 2.153 7.685 -0.354
C -3.264 3.068 6.675 -0.842
C -2.620 2.742 5.345 0.086
N -1.190 3.005 5.369 -0.362
C -0.464 2.533 4.193 -0.776
C -0.445 1.037 3.903 -0.266
O 0.284 0.269 4.847 -0.449
C -0.424 -0.103 6.011 -0.571
H -1.926 1.957 9.469 0.239
H -1.035 2.963 8.311 0.299
H -2.481 3.606 9.121 0.344
H -3.031 4.095 6.973 0.416
H -4.349 2.981 6.572 0.354
H -3.080 3.368 4.572 0.208
H -2.861 1.696 5.109 0.169
H -0.790 2.579 6.195 0.118
H 0.573 2.862 4.295 0.347
H -0.872 3.042 3.314 0.401
H 0.061 0.898 2.950 0.315
H -1.454 0.625 3.780 0.302
H -1.486 -0.263 5.803 0.269
H -0.331 0.638 6.811 0.186
H 0.005 -1.038 6.373 0.292
C 11.196 3.314 4.548 -0.707
O 10.118 2.409 4.654 -0.354
C 8.878 2.901 4.159 -0.806
C 8.457 2.167 2.904 -0.206
N 9.330 2.489 1.785 -0.294
C 9.115 1.680 0.589 -0.683
C 9.359 0.178 0.681 -0.259
O 10.715 -0.181 0.872 -0.442
C 11.164 -0.185 2.212 -0.543
H 12.032 2.885 5.098 0.241
H 11.507 3.473 3.509 0.298
H 10.947 4.284 4.989 0.344
H 8.940 3.977 3.973 0.415
H 8.125 2.732 4.933 0.391
H 7.435 2.466 2.651 0.353
H 8.439 1.094 3.139 0.180
H 10.293 2.393 2.080 0.140
H 9.773 2.073 -0.191 0.312
H 8.089 1.841 0.250 0.379
H 9.069 -0.259 -0.277 0.153
H 8.731 -0.296 1.446 0.316
H 10.367 -0.473 2.904 0.266
H 11.563 0.786 2.519 0.187
H 11.970 -0.916 2.285 0.293
C -3.159 -9.019 -6.808 -0.714
O -3.212 -7.758 -7.442 -0.349
C -4.525 -7.264 -7.678 -0.802
C -4.817 -6.056 -6.816 -0.174
N -4.919 -6.422 -5.411 -0.286
C -5.000 -5.296 -4.488 -1.157
C -3.825 -4.328 -4.419 0.300
O -2.643 -4.884 -3.865 -0.359
C -1.819 -5.596 -4.773 -0.748
H -2.122 -9.349 -6.832 0.241
H -3.488 -8.975 -5.764 0.299
H -3.774 -9.756 -7.335 0.346
H -5.266 -8.050 -7.504 0.411
H -4.581 -6.968 -8.728 0.397
H -5.767 -5.617 -7.136 0.364
H -4.028 -5.315 -7.010 0.177
H -4.124 -6.996 -5.162 0.102
H -5.150 -5.706 -3.486 0.434
H -5.899 -4.719 -4.731 0.420
H -4.109 -3.520 -3.744 -0.087
H -3.608 -3.865 -5.389 0.302
H -1.861 -5.164 -5.776 0.374
H -2.088 -6.654 -4.829 0.241
H -0.795 -5.530 -4.406 0.292
```

Summary:
Structure (SMILES): N#CO[C@@]1(CCOCC(F)(F)C(F)(F)C(F)(F)C(F)F)COC(=O)O1.COCCNCCOC.COCCNCCOC.COCCNCCOC.COCCNCCOC
Charge: 0
HOMO energy in eV: -8.5

=====

(3)
DFT (ωB97M-V/def2-TZVPD) results for C35H70BBr20N2O3P as an isolated structure at a distorted geometry.

```
132
Properties=species:S:1:pos:R:3:mulliken_charge:R:1
C 0.840 -3.751 0.465 -0.756
C 1.007 -2.473 0.200 -0.372
C 1.439 -1.028 -0.322 0.123
C 0.334 -0.345 -1.325 0.276
C -1.056 -0.026 -0.524 -1.291
P -2.097 1.353 -1.403 2.204
C -2.628 0.074 -2.742 -0.947
C -3.825 -0.918 -2.377 0.062
O -4.943 -0.815 -3.031 -0.743
N -3.789 -2.055 -1.422 0.374
C -5.145 -2.653 -1.208 -0.964
C -2.951 -3.207 -1.973 -0.253
C -1.118 2.262 -2.736 -1.455
C -1.668 3.664 -3.287 0.927
C -3.149 3.662 -3.910 -1.100
O -0.788 3.991 -4.443 -0.629
B -3.949 1.623 -0.899 -0.672
O -5.002 2.066 -1.825 -0.531
N -4.478 1.452 0.522 0.538
C -4.419 0.037 0.989 -0.593
C -5.936 1.830 0.580 -1.158
C -1.632 2.533 0.017 -1.089
Br -2.700 4.257 0.056 -0.179
C -0.076 2.898 0.218 0.874
C 0.284 4.485 0.053 -1.168
Br 0.422 2.478 2.142 -0.219
H 0.762 -4.799 0.921 0.404
H 2.450 -1.084 -0.895 0.420
H 1.633 -0.278 0.545 0.108
H 0.192 -1.113 -2.179 -0.409
H 0.848 0.588 -1.748 0.060
H -1.606 -1.031 -0.474 0.507
H -0.771 0.247 0.553 0.677
H -1.761 -0.570 -3.156 0.396
H -3.027 0.698 -3.645 0.189
H -5.539 -3.256 -2.125 0.305
H -5.972 -1.901 -0.953 0.265
H -5.063 -3.364 -0.291 0.350
H -3.567 -4.162 -2.150 0.064
H -2.186 -3.454 -1.147 0.120
H -2.442 -2.935 -2.964 0.183
H 0.009 2.447 -2.488 0.495
H -1.047 1.561 -3.668 0.512
H -1.495 4.569 -2.574 -0.123
H -3.910 4.055 -3.131 0.118
H -3.144 4.470 -4.752 0.492
H -3.467 2.688 -4.423 0.151
H 0.060 3.497 -4.368 0.352
H -4.819 1.755 -2.740 0.331
H -5.379 -0.505 0.656 0.162
H -4.473 0.068 2.156 0.303
H -3.461 -0.538 0.737 0.108
H -6.256 1.723 1.698 0.381
H -6.625 1.137 -0.027 0.221
H -6.135 2.937 0.315 0.224
H -1.957 2.009 1.008 0.831
H 0.668 2.295 -0.410 -0.455
H -0.050 5.112 0.965 0.377
H -0.035 4.921 -0.958 0.188
H 1.450 4.523 0.071 0.331
Br 0.434 -5.063 -5.490 -0.126
C 1.353 -3.747 -4.386 0.142
C 1.873 -4.369 -3.113 -0.703
Br 0.434 -4.645 -1.827 -0.058
H 0.650 -2.930 -4.213 -0.044
H 2.179 -3.384 -5.002 -0.008
H 2.575 -3.697 -2.614 0.334
H 2.352 -5.336 -3.268 0.529
Br -2.755 1.158 6.441 -0.106
C -2.016 2.822 5.744 -0.207
C -3.107 3.747 5.266 -0.581
Br -3.810 3.179 3.539 -0.098
H -1.305 2.551 4.961 0.032
H -1.475 3.265 6.582 0.218
H -2.712 4.751 5.096 0.368
H -3.954 3.807 5.951 0.371
Br -3.276 -5.789 -4.988 -0.129
C -2.213 -7.155 -4.092 -0.279
C -3.062 -7.989 -3.164 -0.568
Br -3.463 -7.029 -1.515 -0.144
H -1.396 -6.640 -3.584 -0.027
H -1.804 -7.770 -4.896 0.394
H -2.522 -8.883 -2.847 0.355
H -4.018 -8.284 -3.600 0.380
Br 5.585 -5.471 -8.290 -0.123
C 4.345 -4.101 -7.669 -0.407
C 5.042 -3.087 -6.795 -0.650
Br 5.365 -3.796 -5.008 -0.122
H 3.527 -4.618 -7.163 0.181
H 3.964 -3.630 -8.577 0.362
H 4.409 -2.211 -6.643 0.336
H 6.007 -2.767 -7.190 0.426
Br -2.259 0.079 10.666 -0.116
C -0.704 0.956 9.884 -0.503
C -0.658 2.419 10.249 -0.578
Br -1.936 3.450 9.198 -0.117
H -0.747 0.780 8.808 0.251
H 0.158 0.429 10.299 0.358
H 0.318 2.846 10.009 0.331
H -0.883 2.609 11.300 0.382
Br -8.734 1.294 -2.494 -0.114
C -9.973 2.659 -1.858 -0.576
C -9.273 3.663 -0.975 -0.537
Br -8.951 2.935 0.804 -0.119
H -10.790 2.139 -1.358 0.355
H -10.353 3.140 -2.761 0.335
H -9.905 4.539 -0.813 0.386
H -8.307 3.985 -1.367 0.283
Br 3.785 2.164 -0.542 -0.166
C 4.429 1.619 1.216 -0.507
C 5.374 0.446 1.113 -0.187
Br 4.404 -1.216 0.803 -0.096
H 3.549 1.413 1.828 0.344
H 4.945 2.495 1.614 0.255
H 5.904 0.295 2.056 -0.047
H 6.101 0.545 0.306 0.412
Br 6.977 -0.398 5.234 -0.143
C 8.536 0.469 4.446 -0.502
C 8.580 1.937 4.794 -0.437
Br 7.306 2.955 3.727 -0.149
H 8.496 0.281 3.372 0.419
H 9.396 -0.053 4.870 0.141
H 9.557 2.360 4.552 0.260
H 8.352 2.140 5.842 0.409
Br 11.484 -1.856 4.050 -0.116
C 13.041 -0.988 3.261 -0.554
C 13.084 0.479 3.610 -0.585
Br 11.808 1.498 2.544 -0.142
H 13.001 -1.176 2.188 0.372
H 13.902 -1.509 3.685 0.335
H 14.060 0.904 3.367 0.351
H 12.856 0.681 4.658 0.367
```

Summary:
Charge: 0
HOMO energy in eV: -8.1